Model 1:
Computed, not measured: a cluster of 2 separate species, C6H10N2O2 in total, with the ωB97M-V functional and the def2-TZVPD basis.

```
20
Properties=species:S:1:pos:R:3:mulliken_charge:R:1
C 0.829 -1.743 -0.540 -0.39
C -1.326 -2.185 0.512 0.76
C 1.775 -0.334 0.782 -0.22
C -0.145 -0.712 -0.521 0.02
C -1.069 -0.250 -1.628 -1.41
C -0.306 0.932 1.370 -1.02
N 1.958 -1.488 0.108 -0.64
N 0.475 0.344 0.263 0.21
O -1.981 -2.637 -0.312 -0.47
O -1.036 -2.046 1.658 -0.54
H 0.666 -2.734 -0.935 0.51
H 1.670 -0.568 1.931 0.25
H 2.702 0.452 0.758 0.26
H -1.781 0.385 -1.236 0.40
H -1.701 -1.174 -1.807 0.38
H -0.552 0.215 -2.450 0.36
H -0.508 0.125 2.071 0.41
H 0.268 1.742 1.837 0.39
H -1.310 1.130 1.111 0.32
H 0.707 1.255 -0.305 0.41
```

The LUMO energy comes out at 0.272 eV. The HOMO energy comes out at -7.45 eV. Its HOMO-LUMO gap is 7.72 eV. Its spin multiplicity is 1.

=====

Model 2:
Computed, not measured: an isolated molecule of C6H10N2O2, with the ωB97M-V functional and the def2-TZVPD basis.

```
20
Properties=species:S:1:pos:R:3:mulliken_charge:R:1
C 2.146 -1.009 -0.950 -0.36
C 1.149 -1.682 -0.396 -0.09
C 2.008 0.383 -1.319 0.30
C -0.406 0.463 -0.185 -0.43
C 0.511 1.283 -0.949 0.18
C -1.059 -0.618 1.873 -0.83
N 0.048 1.669 -2.247 -0.60
N -0.656 0.598 1.167 -0.24
O 1.315 -2.992 -0.277 -0.47
O 2.852 1.122 -1.830 -0.62
H 3.113 -1.496 -1.244 0.33
H -0.859 -0.436 -0.614 0.48
H 0.841 2.035 -0.253 0.28
H -0.213 -1.379 1.834 0.20
H -1.445 -0.419 2.796 0.39
H -1.831 -1.192 1.391 0.32
H -0.244 0.863 -2.797 0.22
H 0.555 2.378 -2.711 0.26
H 0.654 -3.436 0.317 0.38
H 0.057 1.166 1.738 0.30
```

The LUMO energy (spin up / spin down) comes out at -0.093 / -0.092 eV. The HOMO energy (spin up / spin down) comes out at -7.68 / -7.68 eV. Its HOMO-LUMO gap (spin up / spin down) is 7.58 / 7.59 eV. Its spin multiplicity is 1.

=====

Of them, model 1 has the highest stability.

=====

Model 1:
Computed, not measured: an isolated molecule of C6H10N2O2, with the ωB97M-V functional and the def2-TZVPD basis.

```
20
Properties=species:S:1:pos:R:3:mulliken_charge:R:1
C -1.037 -1.583 0.372 -0.30
C -2.130 -0.869 0.498 0.00
C 0.418 -1.442 0.021 0.43
C 1.014 0.575 2.035 -0.77
C 1.449 0.047 -1.527 -0.99
C -1.900 1.196 -0.759 -0.77
N 1.318 0.783 0.688 -0.79
N 1.079 -0.181 -0.165 0.84
O 1.152 -2.411 -0.161 -0.57
O -2.582 0.306 0.137 -0.34
H -1.094 -2.585 0.630 0.34
H 1.586 -0.291 2.317 0.32
H 1.394 1.377 2.532 0.34
H -0.038 0.492 2.179 0.26
H 1.030 0.924 -2.000 0.28
H 2.475 0.105 -1.660 0.34
H 1.034 -0.810 -2.023 0.38
H -1.502 0.763 -1.615 0.33
H -1.028 1.827 -0.277 0.27
H -2.639 1.777 -1.222 0.39
```

The LUMO energy (spin up / spin down) comes out at -0.981 / 0.153 eV. The HOMO energy (spin up / spin down) comes out at -7.15 / -9.21 eV. Its HOMO-LUMO gap (spin up / spin down) is 6.17 / 9.37 eV. Its spin multiplicity is 1.

=====

Model 2:
Computed, not measured: a cluster of 2 separate species, C6H10N2O2 in total, with the ωB97M-V functional and the def2-TZVPD basis.

```
20
Properties=species:S:1:pos:R:3:mulliken_charge:R:1
C -1.061 -1.758 0.194 -1.55
C -1.154 -0.310 0.640 1.29
C -2.364 0.370 0.204 -0.05
N -3.337 0.892 -0.143 -0.51
C -0.603 0.102 1.984 -1.00
C 0.078 0.596 0.747 -0.01
C 1.461 0.102 0.397 0.48
O 1.895 -0.978 0.799 -0.62
O 2.289 1.180 0.337 -0.48
H -0.213 -2.244 0.688 0.35
H -1.979 -2.293 0.469 0.45
H -0.924 -1.828 -0.893 0.26
H -1.152 0.823 2.587 0.32
H -0.096 -0.692 2.533 0.28
H -0.088 1.640 0.479 0.42
H 3.101 0.987 0.824 0.37
N 1.526 -0.043 -2.034 -0.70
H 0.953 -0.844 -2.290 0.23
H 2.497 -0.225 -2.278 0.25
H 1.188 0.800 -2.492 0.24
```

The LUMO energy comes out at 0.594 eV. The HOMO energy comes out at -10.22 eV. Its HOMO-LUMO gap is 10.82 eV. Its spin multiplicity is 1.

=====

Of them, model 2 has the highest stability.

=====

Model 1:
Computed, not measured: a cluster of 2 separate species, C4H15N3O in total, with the ωB97M-V functional and the def2-TZVPD basis.

```
23
Properties=species:S:1:pos:R:3:mulliken_spin:R:1
C 1.578 -1.598 -1.298 0.00
C 0.918 -0.878 -0.096 0.02
C -0.334 -0.064 -0.497 0.03
N -2.716 1.269 1.884 0.35
C -2.032 1.124 0.795 -0.11
N -1.383 -0.057 0.536 0.64
N 2.645 -2.597 -0.941 0.00
H 2.010 -0.889 -2.004 0.00
H 0.816 -2.081 -1.892 0.00
H 0.641 -1.654 0.607 0.00
H 1.625 -0.160 0.328 0.01
H -0.042 0.964 -0.707 0.03
H -0.944 -0.389 -1.364 0.09
H -3.224 2.137 2.101 -0.01
H -2.926 0.462 2.483 -0.01
H -1.938 1.922 0.070 -0.01
H -1.431 -0.877 1.153 -0.03
H 3.022 -2.994 -1.800 0.00
H 2.309 -3.322 -0.340 0.00
H 3.344 -2.134 -0.366 0.00
H 0.118 3.877 0.445 0.00
H -1.263 4.322 0.691 0.00
O -0.791 3.616 0.214 0.00
```

The LUMO energy (spin up / spin down) comes out at -12.523 / -17.361 eV. The HOMO energy (spin up / spin down) comes out at -21.85 / -21.86 eV. Its HOMO-LUMO gap (spin up / spin down) is 9.33 / 4.50 eV. Its spin multiplicity is 2. As for the net charge: +3.

=====

Model 2:
Computed, not measured: a cluster of 2 separate species, C4H15N3O in total, with the ωB97M-V functional and the def2-TZVPD basis.

```
23
Properties=species:S:1:pos:R:3:mulliken_spin:R:1
C 1.044 2.253 -0.560 0.01
C 1.409 0.844 -0.923 0.00
C 0.807 -0.245 -0.058 0.22
C 0.609 -1.498 -0.525 0.39
N -0.336 -2.425 0.099 0.00
N 0.208 0.234 1.139 0.29
N -0.235 2.688 -1.226 0.00
H 0.839 2.421 0.493 0.00
H 1.893 2.949 -0.735 0.00
H 2.446 0.608 -1.225 0.03
H 1.121 0.649 -1.989 0.02
H 0.995 -1.920 -1.458 0.00
H -1.251 -1.898 0.382 0.02
H -0.632 -3.317 -0.352 0.00
H 0.137 -2.694 1.036 0.02
H -0.327 -0.494 1.619 -0.01
H 0.950 0.592 1.755 0.01
H -0.882 1.905 -1.205 0.00
H -0.007 2.809 -2.264 0.00
H -0.701 3.582 -1.018 0.00
H -2.363 -2.648 2.928 0.00
H -3.344 -2.257 1.992 0.00
O -2.381 -2.140 2.095 0.00
```

The LUMO energy (spin up / spin down) comes out at -12.548 / -16.489 eV. The HOMO energy (spin up / spin down) comes out at -22.38 / -22.38 eV. Its HOMO-LUMO gap (spin up / spin down) is 9.83 / 5.89 eV. Its spin multiplicity is 2. As for the net charge: +3.

=====

Of them, model 1 has the highest stability.

=====

Model 1:
Computed, not measured: a cluster of 13 separate species, C2H29O13 in total, with the ωB97M-V functional and the def2-TZVPD basis.

```
44
Properties=species:S:1:pos:R:3:mulliken_charge:R:1
C 0.938 -0.804 -0.557 -1.52
C -0.326 -0.077 -0.777 0.42
O -1.363 -0.153 0.173 -0.41
H 0.877 -1.891 -0.601 0.52
H 1.530 -0.567 0.327 0.12
H 1.644 -0.540 -1.344 0.45
H -0.629 -0.510 -1.730 0.09
H -0.148 0.980 -0.979 -0.03
O -2.829 -2.642 -0.462 -0.71
H -2.849 -2.742 -1.413 0.29
H -2.291 -1.864 -0.314 0.17
O -1.939 2.576 0.439 -0.71
H -1.647 2.861 -0.427 0.35
H -1.675 1.657 0.491 0.27
O 2.208 1.756 -2.977 -0.59
H 2.008 1.694 -2.043 0.26
H 3.094 1.401 -3.057 0.31
O -2.508 0.945 -3.954 -0.65
H -1.630 0.678 -4.228 0.31
H -2.374 1.380 -3.112 0.33
O 1.077 3.836 -0.962 -0.64
H 0.798 3.309 -0.213 0.34
H 2.033 3.822 -0.922 0.29
O 3.102 0.847 1.656 -0.60
H 3.935 1.058 1.234 0.28
H 2.552 1.615 1.498 0.28
O 2.386 -1.557 2.690 -0.55
H 2.434 -0.647 2.399 0.29
H 2.573 -1.519 3.628 0.26
O -3.166 -1.378 2.202 -0.71
H -2.421 -0.977 1.753 0.25
H -3.578 -1.930 1.537 0.35
O -0.074 -3.049 1.774 -0.65
H -0.265 -2.217 1.339 0.34
H 0.667 -2.856 2.347 0.31
O -4.101 0.463 -1.048 -0.70
H -4.021 -0.279 -1.648 0.29
H -3.265 0.488 -0.584 0.38
O -0.904 0.962 2.834 -0.66
H -1.163 0.544 2.013 0.30
H 0.046 0.854 2.869 0.27
O 4.086 -1.922 0.242 -0.69
H 3.881 -2.104 -0.675 0.30
H 3.297 -1.503 0.586 0.39
```

The LUMO energy comes out at 1.619 eV. The HOMO energy comes out at -5.68 eV. Its HOMO-LUMO gap is 7.30 eV. Its spin multiplicity is 1. As for the net charge: -1.

=====

Model 2:
Computed, not measured: a cluster of 13 separate species, C2H29O13 in total, with the ωB97M-V functional and the def2-TZVPD basis.

```
44
Properties=species:S:1:pos:R:3:mulliken_charge:R:1
C 0.575 1.468 -1.106 -1.52
C 0.859 0.619 0.104 0.03
O -0.289 0.294 0.862 -0.22
H 0.139 2.383 -0.837 0.41
H -0.146 0.940 -1.655 -0.01
H 1.422 1.685 -1.697 0.46
H 1.486 1.143 0.827 0.02
H 1.320 -0.341 -0.076 0.29
O 3.244 -0.724 1.577 -0.69
H 2.424 -0.587 1.140 0.47
H 3.807 -1.052 0.931 0.26
O -2.912 -1.015 -2.491 -0.73
H -2.814 -1.552 -3.247 0.27
H -2.136 -1.137 -1.954 0.48
O 2.118 1.444 3.507 -0.66
H 1.394 1.945 3.235 0.43
H 2.624 1.222 2.705 0.30
O -0.245 2.252 2.569 -0.97
H -0.306 1.588 1.913 0.38
H -0.453 1.773 3.392 0.29
O -0.604 -1.590 -1.114 -0.91
H -0.402 -0.883 -0.498 0.59
H 0.025 -1.443 -1.893 0.40
O -3.294 1.780 2.446 -0.63
H -4.090 2.103 2.160 0.26
H -2.766 1.787 1.636 0.32
O -2.243 -0.662 2.552 -0.72
H -1.499 -0.374 2.029 0.19
H -2.745 0.150 2.508 0.60
O -2.379 1.162 -0.185 -0.79
H -1.636 0.649 0.123 0.37
H -2.104 1.726 -0.889 0.31
O -0.545 0.172 -3.907 -0.60
H -0.756 1.092 -4.038 0.30
H -1.349 -0.049 -3.439 0.28
O 3.111 -2.882 -0.687 -0.60
H 2.341 -2.476 -1.048 0.33
H 3.384 -3.363 -1.470 0.26
O 0.489 -2.161 1.903 -0.73
H 0.510 -1.768 2.800 0.35
H 0.245 -1.386 1.416 0.20
O 1.450 -1.552 -2.990 -0.62
H 1.500 -1.748 -3.932 0.30
H 1.244 -0.615 -3.164 0.24
```

The LUMO energy comes out at 2.208 eV. The HOMO energy comes out at -6.08 eV. Its HOMO-LUMO gap is 8.29 eV. Its spin multiplicity is 1. As for the net charge: -1.

=====

Of them, model 1 has the highest stability.

=====

Model 1:
Computed, not measured: a cluster of 2 separate species, C8H10O in total, with the ωB97M-V functional and the def2-TZVPD basis.

```
19
Properties=species:S:1:pos:R:3:mulliken_charge:R:1
C 1.685 0.081 -2.284 -0.80
C 1.416 0.099 -0.981 -0.43
C 0.040 0.131 -0.437 0.33
C -0.632 -1.033 -0.061 -0.28
C -1.891 -0.973 0.519 -0.48
C -2.486 0.254 0.758 -0.37
C -1.830 1.423 0.405 -0.48
C -0.529 1.350 -0.086 -0.34
H 2.687 0.116 -2.683 0.31
H 0.880 0.015 -3.015 0.28
H 2.286 0.088 -0.334 0.36
H -0.236 -2.005 -0.336 0.41
H -2.398 -1.885 0.809 0.36
H -3.492 0.308 1.150 0.36
H -2.276 2.387 0.594 0.37
H 0.015 2.259 -0.296 0.39
O 2.588 -0.825 1.923 -0.64
H 1.788 -1.163 1.514 0.33
H 2.384 -0.627 2.839 0.31
```

The LUMO energy comes out at 0.828 eV. The HOMO energy comes out at -9.41 eV. Its HOMO-LUMO gap is 10.23 eV. Its spin multiplicity is 1.

=====

Model 2:
Computed, not measured: an isolated molecule of C8H10O, with the ωB97M-V functional and the def2-TZVPD basis.

```
19
Properties=species:S:1:pos:R:3:mulliken_charge:R:1
C 1.024 0.568 -1.830 -0.94
C 0.936 0.500 -0.517 0.83
C 1.678 -0.499 0.277 -1.49
C 0.121 1.441 0.276 -0.84
C -1.091 0.758 0.850 -0.56
C -1.685 -0.221 -0.135 -0.14
C -1.695 -1.460 0.188 -0.43
C -1.453 -2.622 0.656 0.70
O -1.345 -3.729 1.014 -0.46
H 1.784 0.038 -2.379 0.32
H 0.345 1.240 -2.486 0.21
H 2.819 -0.250 0.256 0.28
H 1.534 -1.490 0.075 0.39
H 1.266 -0.374 1.234 0.46
H -0.058 2.273 -0.445 0.39
H 0.852 1.778 1.100 0.31
H -1.773 1.606 1.123 0.31
H -1.151 0.249 1.868 0.40
H -2.106 0.194 -1.125 0.28
```

The LUMO energy comes out at -0.289 eV. The HOMO energy comes out at -8.63 eV. Its HOMO-LUMO gap is 8.35 eV. Its spin multiplicity is 1.

=====

Of them, model 1 has the highest stability.